Record 1
Formula: C35H42N6O4S2Ti
Source: OMol25
Level of theory: ωB97M-V/def2-TZVPD

Geometry as ORCA input:
```
! RIJCOSX wB97M-V def2-TZVPD def2/J DEFGRID3
* xyz 2 1
Ti 0.372 -1.748 -0.179
C -1.607 0.368 -2.161
C -0.868 -0.626 -2.971
C -1.038 -0.583 -4.345
C -0.285 -1.419 -5.115
C 0.668 -2.288 -4.553
C 0.663 -2.390 -3.192
N -0.068 -1.566 -2.383
C 1.455 -3.414 -2.497
C 2.104 -4.404 -3.195
C 2.617 -5.451 -2.453
C 2.566 -5.453 -1.091
C 1.943 -4.407 -0.457
N 1.417 -3.399 -1.142
C 1.677 -4.296 1.029
C 2.029 -5.303 1.881
C 1.456 -5.261 3.199
C 0.691 -4.200 3.639
C 0.538 -3.128 2.774
C -0.074 -1.889 3.286
N 0.957 -3.197 1.470
H -2.541 0.027 -1.718
H -1.045 0.750 -1.303
H -1.837 1.219 -2.850
H -1.774 0.048 -4.836
H -0.377 -1.331 -6.168
H 1.347 -2.861 -5.174
H 2.105 -4.441 -4.281
H 3.049 -6.353 -2.930
H 2.941 -6.302 -0.544
H 2.610 -6.145 1.558
H 1.682 -6.092 3.861
H 0.347 -4.101 4.644
H -1.146 -1.998 3.350
H 0.265 -1.714 4.298
H 0.152 -1.044 2.672
C 2.219 0.427 1.408
C 1.594 -0.077 0.118
O 2.187 -1.164 -0.360
H 2.335 -0.451 2.079
H 1.640 1.199 1.894
H 3.242 0.692 1.170
C 3.743 4.264 0.559
C 4.269 4.666 -0.822
C 3.249 5.091 -1.870
C 2.375 3.921 -2.391
N 1.239 3.609 -1.429
C 0.906 2.497 -0.773
S 1.804 1.078 -1.246
N 0.035 2.471 0.225
C -0.657 3.620 0.757
C -1.864 4.050 -0.064
C -2.492 5.347 0.397
C -2.905 5.282 1.873
H 4.571 4.327 1.243
H 3.320 3.206 0.598
H 2.941 4.938 0.908
H 4.950 3.890 -1.151
H 4.976 5.480 -0.626
H 3.789 5.490 -2.761
H 2.590 5.883 -1.540
H 2.989 3.028 -2.565
H 1.961 4.165 -3.368
H 0.667 4.412 -1.167
H -0.208 1.563 0.631
H 0.110 4.424 0.867
H -0.979 3.374 1.768
H -2.633 3.253 0.054
H -1.636 4.061 -1.154
H -3.404 5.517 -0.160
H -1.851 6.220 0.160
H -3.647 4.507 1.981
H -3.363 6.244 2.199
H -2.102 5.088 2.603
O -1.277 -3.042 -0.129
C -1.950 -2.204 0.546
N -1.488 -0.933 0.590
S -2.512 0.016 1.448
O -1.856 0.684 2.564
O -3.165 0.842 0.528
C -3.539 -1.356 2.006
C -4.612 -1.321 2.839
C -5.453 -2.431 2.897
C -5.184 -3.543 2.126
C -4.017 -3.600 1.346
C -3.203 -2.486 1.254
H -4.837 -0.380 3.338
H -6.319 -2.496 3.568
H -5.781 -4.422 2.126
H -3.763 -4.528 0.786
*
```

Properties
* orbital gap: 0.296 Eh
* LUMO level: -5.680 eV
* electronic energy: -3633.9141 Ha
* relative energy (zero: lowest compared OMol25 entry of this formula, charge and spin): 0.730 eV
* F_max: 0.0663 hartree/bohr

These are the Mulliken partial charges, in e, on atoms 1 to 2: number 1, Ti, carries -1.0041; number 2, C, carries -0.3997

Record 2
Formula: C4H11NO2
Source: OMol25
Level of theory: ωB97M-V/def2-TZVPD

Geometry as ORCA input:
```
! RIJCOSX wB97M-V def2-TZVPD def2/J DEFGRID3
* xyz 0 1
C 0.363 -0.396 -2.155
O -0.869 -0.918 -2.456
O 0.547 0.831 -2.159
H -1.503 -0.182 -2.492
H 0.805 1.378 -0.392
H 1.139 -1.083 -2.534
H 0.508 -0.765 -0.542
C -0.885 1.413 0.754
C 0.205 -1.135 1.732
C 0.834 -0.302 0.640
N 0.514 1.054 0.565
H 1.916 -0.431 0.583
H -1.558 0.841 0.101
H -1.004 2.467 0.514
H -1.176 1.254 1.792
H -0.877 -1.201 1.619
H 0.416 -0.686 2.704
H 0.626 -2.138 1.727
*
```

Properties
* orbital gap: 0.349 Eh
* SMILES string: CCNC.O=CO
* LUMO level: 0.863 eV
* electronic energy: -364.1854 Ha
* relative energy (zero: lowest compared OMol25 entry of this formula, charge and spin): 2.253 eV
* F_max: 0.0675 hartree/bohr

These are the Mulliken partial charges, in e, on atoms 1 to 2: number 1, C, carries 0.2253; number 2, O, carries -0.4212

Record 3
Formula: C51H47NO7
Source: OMol25
Level of theory: ωB97M-V/def2-TZVPD

Geometry as ORCA input:
```
! RIJCOSX wB97M-V def2-TZVPD def2/J DEFGRID3
* xyz 0 1
C -4.824 2.471 2.561
C -5.129 2.094 0.981
C -5.983 3.238 0.124
C -6.311 3.001 -1.483
C -5.796 1.623 -2.254
C -6.100 1.426 -3.887
C -4.665 1.083 -4.675
C -6.629 2.847 -4.592
C -4.980 0.446 -1.391
O -4.556 -0.808 -2.069
C -3.078 -0.913 -1.902
C -2.456 -2.050 -2.906
C -0.974 -1.718 -3.603
C -1.010 -0.431 -4.618
C 0.026 0.788 -4.220
C -0.727 2.112 -3.570
N -0.653 2.188 -2.061
C -0.016 1.206 -1.096
C -0.172 1.736 0.448
C -0.994 3.149 0.319
C -1.280 3.364 -1.283
C -3.426 -2.855 -3.953
C -3.306 -4.487 -3.625
C -2.164 -4.530 -2.447
O -1.393 -5.512 -1.970
O -2.083 -3.147 -1.953
C -4.666 0.719 0.217
H -5.633 2.006 3.267
H -4.865 3.662 2.632
H -3.724 2.100 2.779
H -6.363 4.221 0.645
H -6.924 3.867 -2.011
H -6.860 0.544 -4.037
H -3.808 1.088 -3.848
H -4.370 1.927 -5.449
H -4.768 0.022 -5.164
H -6.785 2.585 -5.738
H -7.644 3.222 -4.146
H -5.772 3.668 -4.544
H -2.918 -1.288 -0.784
H -2.601 0.169 -2.061
H -0.159 -1.653 -2.766
H -0.731 -2.677 -4.257
H -0.706 -0.806 -5.707
H -2.089 0.012 -4.719
H 0.943 0.407 -3.592
H 0.485 1.169 -5.254
H -0.133 3.058 -3.985
H -1.832 2.242 -3.989
H 0.521 0.211 -1.426
H 0.255 1.143 1.361
H -1.269 3.791 1.258
H -1.870 4.294 -1.676
H -4.580 -2.658 -3.969
H -3.079 -2.755 -5.081
H -2.911 -5.153 -4.511
H -4.293 -5.011 -3.218
H -4.076 -0.111 0.836
C 6.085 3.401 7.743
C 4.745 3.399 8.131
C 3.739 3.462 7.166
C 4.073 3.540 5.809
C 5.412 3.567 5.422
C 6.421 3.486 6.391
C 5.777 3.700 3.997
O 6.953 3.720 3.657
C 4.704 3.816 2.989
C 5.035 4.000 1.641
C 4.027 4.097 0.679
C 2.689 4.001 1.060
C 2.355 3.823 2.403
C 3.365 3.740 3.371
C 3.002 3.588 4.794
O 1.826 3.509 5.130
H 6.869 3.343 8.495
H 4.483 3.346 9.186
H 2.695 3.454 7.476
H 7.469 3.493 6.096
H 6.078 4.072 1.335
H 4.286 4.245 -0.367
H 1.903 4.070 0.310
H 1.308 3.755 2.694
C 4.889 -5.248 4.528
C 3.550 -5.250 4.916
C 2.543 -5.187 3.951
C 2.877 -5.109 2.594
C 4.217 -5.082 2.208
C 5.225 -5.163 3.177
C 4.581 -4.950 0.782
O 5.758 -4.929 0.442
C 3.508 -4.834 -0.225
C 3.840 -4.650 -1.574
C 2.831 -4.553 -2.535
C 1.493 -4.648 -2.155
C 1.160 -4.826 -0.811
C 2.170 -4.909 0.156
C 1.806 -5.061 1.579
O 0.630 -5.141 1.915
H 5.674 -5.306 5.280
H 3.288 -5.304 5.971
H 1.499 -5.195 4.261
H 6.273 -5.156 2.882
H 4.882 -4.577 -1.880
H 3.091 -4.405 -3.581
H 0.707 -4.580 -2.904
H 0.113 -4.895 -0.521
*
```

Properties
* orbital gap: 0.259 Eh
* SMILES string: Cc1ccc(C(C)C)c(OC[C@]2(CCCCn3cccc3)CCC(=O)O2)c1.O=C1c2ccccc2C(=O)c2ccccc21.O=C1c2ccccc2C(=O)c2ccccc21
* LUMO level: -0.914 eV
* electronic energy: -2552.3599 Ha
* relative energy (zero: lowest compared OMol25 entry of this formula, charge and spin): 19.721 eV
* F_max: 0.1728 hartree/bohr

These are the Mulliken partial charges, in e, on atoms 1 to 2: number 1, C, carries -0.9809; number 2, C, carries 0.4561

Record 4
Formula: H5N5O
Source: OMol25
Level of theory: ωB97M-V/def2-TZVPD

Geometry as ORCA input:
```
! RIJCOSX wB97M-V def2-TZVPD def2/J DEFGRID3
* xyz 0 1
N 0.921 -0.897 0.373
N 1.358 0.415 0.542
N 0.044 -0.818 -0.819
N 0.333 1.267 -0.310
N -0.412 0.343 -0.906
O -1.741 0.179 0.556
H 0.407 -1.234 1.156
H 2.154 0.439 -0.100
H -0.226 -1.765 -1.037
H -0.290 1.939 0.350
H -2.547 0.131 0.196
*
```

Properties
* orbital gap (alpha / beta): 0.336 / 0.335 Eh
* LUMO level (alpha / beta): 0.528 / 0.528 eV
* electronic energy: -351.7586 Ha
* relative energy (zero: lowest compared OMol25 entry of this formula, charge and spin): 2.699 eV
* F_max: 0.1098 hartree/bohr

These are the Mulliken partial charges, in e, on atoms 1 to 2: number 1, N, carries -0.2107; number 2, N, carries -0.3160

Record 5
Formula: C28H20Cl5I2N6OS2Tc
Source: OMol25
Level of theory: ωB97M-V/def2-TZVPD

Geometry as ORCA input:
```
! RIJCOSX wB97M-V def2-TZVPD def2/J DEFGRID3
* xyz 1 4
Tc 0.740 -0.655 0.069
S 0.894 -2.978 -0.039
C -0.034 -2.668 -1.476
N -0.265 -1.403 -1.693
C -1.020 -1.210 -2.875
C -1.510 0.000 -3.355
C -2.206 -0.003 -4.538
C -2.369 -1.202 -5.279
C -1.924 -2.411 -4.767
C -1.172 -2.407 -3.592
S -0.563 -3.785 -2.667
H -1.444 0.892 -2.729
H -2.569 0.944 -4.842
H -2.928 -1.215 -6.218
H -2.112 -3.317 -5.297
I 3.266 0.077 4.488
C 2.613 1.493 3.081
C 2.864 2.845 3.345
C 2.427 3.841 2.517
I 2.704 5.819 3.089
C 1.682 3.443 1.363
C 1.029 4.325 0.452
C 0.372 3.811 -0.651
C 0.245 2.437 -0.826
N 0.781 1.572 0.023
C 1.470 2.068 1.102
C 1.924 1.053 1.966
O 1.552 -0.182 1.735
H 3.383 3.022 4.263
H 1.084 5.387 0.650
H -0.128 4.481 -1.343
H -0.284 1.999 -1.662
Cl 1.666 0.756 -3.105
C 2.910 -0.096 -2.259
C 2.636 -0.645 -1.015
C 3.728 -1.336 -0.458
Cl 3.549 -2.161 1.044
C 4.969 -1.425 -1.073
Cl 6.238 -2.310 -0.288
C 5.211 -0.817 -2.306
Cl 6.781 -0.887 -2.978
C 4.158 -0.161 -2.911
Cl 4.410 0.577 -4.442
C -2.307 -1.466 0.520
N -3.504 -1.544 1.318
C -3.987 -0.203 1.639
N -2.972 0.587 2.344
C -1.759 0.633 1.557
N -1.211 -0.715 1.250
C -0.981 -1.405 2.559
N -2.182 -1.495 3.336
C -3.191 -2.229 2.581
C -2.689 -0.131 3.588
H -2.428 -0.881 -0.399
H -2.004 -2.484 0.303
H -4.885 -0.288 2.264
H -4.242 0.305 0.698
H -1.029 1.198 2.100
H -1.983 1.139 0.603
H -0.211 -0.816 3.067
H -0.651 -2.423 2.348
H -4.123 -2.306 3.148
H -2.789 -3.216 2.351
H -1.969 0.411 4.168
H -3.660 -0.238 4.151
*
```

Properties
* orbital gap (alpha / beta): 0.270 / 0.229 Eh
* LUMO level (alpha / beta): -3.492 / -4.771 eV
* electronic energy: -5256.1318 Ha
* relative energy (zero: lowest compared OMol25 entry of this formula, charge and spin): 0.000 eV
* F_max: 0.0392 hartree/bohr

These are the Mulliken partial charges, in e, on atoms 1 to 2: number 1, Tc, carries -0.8646; number 2, S, carries -0.3673

Record 6
Formula: C22H32BClF17N3O3
Source: OMol25
Level of theory: ωB97M-V/def2-TZVPD

Geometry as ORCA input:
```
! RIJCOSX wB97M-V def2-TZVPD def2/J DEFGRID3
* xyz 0 1
F 4.240 -2.946 3.854
C 3.589 -2.470 2.772
F 3.761 -3.340 1.764
F 2.288 -2.376 3.068
C 4.198 -1.065 2.409
F 5.175 -0.714 3.245
F 4.740 -1.185 1.172
C 3.150 0.074 2.283
F 3.821 1.105 1.720
F 2.180 -0.285 1.432
C 2.587 0.583 3.648
F 3.151 1.765 3.964
F 2.921 -0.290 4.627
C 1.044 0.762 3.709
F 0.442 -0.411 3.438
F 0.768 1.058 4.995
C 0.487 1.924 2.816
F 0.158 2.961 3.611
F 1.442 2.362 1.968
C -0.767 1.562 1.978
F -0.947 2.600 1.120
F -0.522 0.479 1.207
C -2.090 1.411 2.784
F -2.538 2.688 2.979
F -1.856 0.907 4.018
C -3.162 0.655 2.053
C -2.965 -0.868 2.108
B -3.641 -1.584 3.333
C -3.057 -2.985 3.769
C -3.281 -4.043 2.670
C -2.157 -5.072 2.571
Cl -1.178 -4.850 1.091
H -3.248 1.064 1.052
H -4.081 0.897 2.575
H -1.924 -1.168 2.036
H -3.450 -1.284 1.221
H -4.586 -1.106 3.887
H -3.426 -3.315 4.736
H -1.979 -2.852 3.885
H -3.359 -3.566 1.700
H -4.228 -4.543 2.846
H -2.577 -6.067 2.493
H -1.508 -5.073 3.436
C -3.635 3.227 -0.785
O -4.449 2.373 -0.484
N -3.926 4.525 -0.970
C -2.913 5.498 -1.325
C -5.304 4.958 -0.803
H -2.567 2.997 -0.932
H -2.853 6.274 -0.560
H -3.158 5.963 -2.283
H -1.944 5.012 -1.408
H -5.645 4.738 0.208
H -5.950 4.428 -1.503
H -5.373 6.028 -0.985
C 4.162 -0.199 -3.780
O 4.102 0.015 -4.977
N 4.218 0.754 -2.836
C 4.284 0.440 -1.421
C 4.212 2.146 -3.254
H 4.172 -1.222 -3.365
H 3.425 0.871 -0.906
H 5.199 0.851 -0.991
H 4.279 -0.637 -1.275
H 3.303 2.365 -3.815
H 5.066 2.346 -3.901
H 4.262 2.788 -2.378
C 0.965 -3.808 -5.968
O 0.064 -4.584 -5.713
N 0.819 -2.478 -6.097
C 1.937 -1.598 -6.402
C -0.505 -1.909 -5.924
H 2.006 -4.144 -6.118
H 2.062 -0.868 -5.612
H 1.747 -1.076 -7.343
H 2.855 -2.171 -6.496
H -0.884 -2.135 -4.927
H -1.195 -2.336 -6.653
H -0.456 -0.831 -6.059
*
```

Properties
* orbital gap: 0.337 Eh
* SMILES string: FC(F)(F)C(F)(F)C(F)(F)C(F)(F)C(F)(F)C(F)(F)C(F)(F)C(F)(F)CCBCCCCl.CN(C)C=O.CN(C)C=O.CN(C)C=O
* LUMO level: 0.269 eV
* electronic energy: -3430.2572 Ha
* F_max: 0.0208 hartree/bohr

These are the Mulliken partial charges, in e, on atoms 1 to 2: number 1, F, carries -0.2719; number 2, C, carries 0.6915